# C5H11NO2

One molecule with the formula C5H11NO2 at a distorted geometry (ωB97M-V/def2-TZVPD, the Open Molecules 2025 dataset).

## Properties
HOMO energy	-9.51	eV
energy above the lowest of the compared OMol25 structures with the same formula, charge and spin	113.0	kJ/mol
structure (SMILES)	C[C@H](CO)N(C)C=O
E_LUMO	0.66	eV
F_max	1.6	eV Å⁻¹
energy	-10948.096	eV

Last columns: bonded neighbours and bond lengths (Å).
Atoms and positions in Å:
1 C 1.6016 0.7526 -0.1431  C2 1.517, H9 1.080, H10 1.097, H11 1.084
2 C 0.1324 0.3993 -0.2767  C1 1.517, C3 1.529, N5 1.475, H12 1.091
3 C -0.7563 1.4492 0.3910  C2 1.529, O4 1.446, H13 1.090, H14 1.086
4 O -0.5701 2.7469 -0.2199  C3 1.446, H15 0.969
5 N -0.1735 -0.9098 0.3311  C2 1.475, C6 1.458, C7 1.372
6 C -1.2741 -1.6070 -0.3238  N5 1.458, H16 1.093, H17 1.080, H18 1.096
7 C 0.7908 -1.7429 0.8382  N5 1.372, O8 1.211, H19 1.094
8 O 0.7337 -2.9521 0.8060  C7 1.211
9 H 1.7925 1.6995 -0.6263  C1 1.080
10 H 2.1972 0.0502 -0.7391  C1 1.097
11 H 1.9694 0.8517 0.8717  C1 1.084
12 H -0.1615 0.3844 -1.3269  C2 1.091
13 H -1.7996 1.1440 0.3178  C3 1.090
14 H -0.4920 1.6290 1.4291  C3 1.086
15 H -0.8698 2.6914 -1.1395  O4 0.969
16 H -2.1579 -0.9668 -0.3871  C6 1.093
17 H -1.5743 -2.5061 0.1943  C6 1.080
18 H -1.0160 -1.8350 -1.3647  C6 1.096
19 H 1.6276 -1.2783 1.3680  C7 1.094